Entry 1:
Formula: C5H9N
Source: the OMol25 dataset
Level of theory: ωB97M-V with the def2-TZVPD basis set

Summary:
E_LUMO in eV: 1.0
Orbital gap in eV: 9.0
Highest occupied orbital energy in eV: -8.06
Charge: 0
Relative energy (zero: lowest compared OMol25 entry of this formula, charge and spin) in kcal/mol: 104.7

XYZ file:
```
15
Properties=species:S:1:pos:R:3:forces:R:3:lowdin_charge:R:1
C -1.515 -0.493 -0.491 -0.06 0.01 -0.01 -0.0811
C -0.044 -0.738 -0.173 -0.01 -0.09 -0.04 -0.4183
C 0.879 0.234 -0.920 0.04 -0.09 -0.27 -0.0943
C 0.312 -0.300 1.262 0.00 0.00 0.09 -0.1072
C 0.768 1.072 0.849 0.07 0.54 0.34 -0.3553
N 0.977 2.260 1.004 -0.13 -0.61 0.06 0.1380
H -2.165 -1.139 0.109 0.09 0.08 -0.07 0.0780
H -1.721 -0.690 -1.548 0.04 0.03 0.15 0.0786
H -1.792 0.549 -0.285 0.06 -0.13 -0.03 0.0869
H 0.208 -1.789 -0.351 -0.04 0.14 0.03 0.1294
H 0.484 0.621 -1.867 0.05 -0.05 0.13 0.0819
H 1.896 -0.145 -1.057 -0.14 0.06 0.03 0.0802
H 1.044 1.695 -0.207 0.03 0.02 -0.25 0.1426
H 1.166 -0.851 1.670 -0.11 0.08 -0.06 0.1213
H -0.495 -0.285 2.003 0.09 0.01 -0.10 0.1192
```
Positions in Å, forces in eV/Å.


Entry 2:
Formula: C5H9N
Source: the OMol25 dataset
Level of theory: ωB97M-V with the def2-TZVPD basis set

Summary:
Structure (SMILES): CCCC1=NC1
E_LUMO in eV: 1.0
Orbital gap in eV: 10.3
Highest occupied orbital energy in eV: -9.29
Charge: 0
Relative energy (zero: lowest compared OMol25 entry of this formula, charge and spin) in kcal/mol: 57.4

XYZ file:
```
15
Properties=species:S:1:pos:R:3:forces:R:3:lowdin_charge:R:1
C 1.440 1.150 -1.186 0.04 0.01 0.03 -0.1115
C 0.087 0.450 -1.232 0.00 -0.05 0.00 -0.2606
C -0.625 0.381 0.116 -0.18 -0.03 -0.03 -0.1592
C -1.086 -1.670 1.769 2.14 0.01 0.64 -0.0154
C -0.217 -0.655 1.100 -1.19 -0.88 0.47 -0.4422
N 0.624 -1.259 1.777 -1.52 -0.37 -0.08 0.1921
H 1.332 2.167 -0.790 0.04 -0.13 -0.07 0.0735
H 2.140 0.610 -0.538 -0.09 0.08 -0.10 0.0761
H 1.878 1.220 -2.187 -0.03 -0.02 0.19 0.0704
H -0.595 0.975 -1.912 0.21 -0.05 0.05 0.1069
H 0.194 -0.569 -1.623 0.02 0.15 0.02 0.1120
H -0.691 1.367 0.597 0.12 -0.17 -0.03 0.1283
H -1.639 0.011 -0.013 -0.29 0.61 -0.51 0.1067
H -1.288 -2.674 1.381 0.38 0.53 -0.26 0.0631
H -1.554 -1.502 2.742 0.34 0.33 -0.31 0.0599
```
Positions in Å, forces in eV/Å.


Entry 3:
Formula: C5H9N
Source: the OMol25 dataset
Level of theory: ωB97M-V with the def2-TZVPD basis set

Summary:
E_LUMO in eV: 1.0
Orbital gap in eV: 9.1
Highest occupied orbital energy in eV: -8.13
Charge: 0
Relative energy (zero: lowest compared OMol25 entry of this formula, charge and spin) in kcal/mol: 37.8

XYZ file:
```
15
Properties=species:S:1:pos:R:3:forces:R:3:lowdin_charge:R:1
C -0.446 1.587 -0.278 0.02 0.04 0.00 -0.0817
C -0.459 0.232 0.436 -0.05 -0.02 -0.03 -0.3686
C -0.557 -0.907 -0.579 0.01 -0.03 0.03 -0.1547
C 0.908 -0.064 1.099 0.02 0.06 0.04 -0.2041
C 1.767 -0.788 0.063 -0.60 -0.04 -0.16 -0.0593
N 0.875 -1.198 -0.816 0.19 0.01 0.13 -0.0523
H -0.259 2.405 0.425 -0.08 -0.11 -0.06 0.0761
H -1.393 1.782 -0.797 0.16 -0.04 0.14 0.0756
H 0.358 1.614 -1.025 -0.12 -0.03 0.11 0.0854
H -1.290 0.178 1.148 0.14 0.09 -0.07 0.1291
H -1.062 -0.623 -1.510 0.11 -0.05 0.14 0.1153
H -1.050 -1.798 -0.168 0.07 0.14 -0.08 0.1164
H 1.131 -1.754 -1.621 0.11 0.06 0.14 0.1170
H 0.810 -0.753 1.955 0.03 0.08 -0.19 0.1085
H 1.393 0.836 1.493 -0.02 -0.17 -0.13 0.0972
```
Positions in Å, forces in eV/Å.


Entry 4:
Formula: C5H9N
Source: the OMol25 dataset
Level of theory: ωB97M-V with the def2-TZVPD basis set

Summary:
Structure (SMILES): C=C(N)/C=C/C
E_LUMO in eV: 1.1
Orbital gap in eV: 8.9
Highest occupied orbital energy in eV: -7.79
Charge: 0
Relative energy (zero: lowest compared OMol25 entry of this formula, charge and spin) in kcal/mol: 27.9

XYZ file:
```
15
Properties=species:S:1:pos:R:3:forces:R:3:lowdin_charge:R:1
N 1.901 -0.387 -0.536 0.30 0.07 0.46 0.0885
C 1.002 0.539 -0.021 0.09 -0.42 -0.53 -0.4330
C 1.403 1.743 0.408 0.60 0.87 0.32 0.0082
C -2.573 -0.993 0.093 -1.14 -0.88 -0.34 -0.1257
C -1.101 -0.927 0.112 1.65 0.47 0.26 -0.1772
C -0.444 0.226 -0.049 0.00 0.19 0.04 -0.0888
H 1.645 -1.303 -0.848 -0.37 0.00 0.25 0.0790
H 2.846 -0.297 -0.203 0.04 -0.09 -0.15 0.0868
H 2.450 2.072 0.566 -0.63 -0.63 -0.45 0.0603
H 0.696 2.541 0.586 -0.25 -0.29 0.29 0.0438
H -3.046 -0.158 0.612 0.12 -0.05 0.16 0.0727
H -2.916 -1.958 0.557 0.03 0.98 -0.62 0.0851
H -2.922 -0.904 -0.962 0.00 -0.45 0.66 0.0871
H -0.539 -1.842 0.335 -0.18 0.22 -0.30 0.1047
H -1.025 1.137 -0.138 -0.25 0.01 -0.06 0.1085
```
Positions in Å, forces in eV/Å.


Entry 5:
Formula: C5H9N
Source: the OMol25 dataset
Level of theory: ωB97M-V with the def2-TZVPD basis set

Summary:
Structure (SMILES): C=C/C=C(/C)N
E_LUMO in eV: 0.9
Orbital gap in eV: 9.3
Highest occupied orbital energy in eV: -8.43
Charge: 0
Relative energy (zero: lowest compared OMol25 entry of this formula, charge and spin) in kcal/mol: 52.2

XYZ file:
```
15
Properties=species:S:1:pos:R:3:forces:R:3:lowdin_charge:R:1
N 0.126 -1.092 -1.347 -1.42 -0.88 -0.69 0.0386
C 0.507 0.126 -0.727 2.16 -0.49 2.28 -0.3804
C 0.195 0.465 0.557 0.84 0.04 -1.37 -0.0866
C -0.721 -0.367 1.304 -0.29 0.02 -0.21 -0.2013
C -1.820 0.040 1.946 -0.48 -1.35 0.58 0.0106
C 1.612 0.857 -1.475 -1.20 0.50 0.65 -0.0624
H -0.870 -1.075 -1.579 0.19 0.37 -0.37 0.0874
H 0.122 -1.931 -0.772 0.65 0.35 0.37 0.0692
H 0.589 1.396 0.939 -0.04 0.13 0.16 0.1042
H -0.521 -1.435 1.145 -0.92 0.26 -0.35 0.0972
H -2.651 -0.675 1.956 0.43 -0.03 0.86 0.0532
H -1.971 0.912 2.571 0.06 0.66 -0.99 0.0563
H 1.202 0.947 -2.480 0.57 0.65 -0.22 0.0718
H 2.626 0.446 -1.504 -0.50 -0.77 0.04 0.0787
H 1.738 1.776 -0.900 -0.06 0.54 -0.74 0.0636
```
Positions in Å, forces in eV/Å.


Entry 6:
Formula: C5H9N
Source: the OMol25 dataset
Level of theory: ωB97M-V with the def2-TZVPD basis set

Summary:
Structure (SMILES): C=CC[C@@H]1CN1
E_LUMO in eV: 1.2
Orbital gap in eV: 10.7
Highest occupied orbital energy in eV: -9.46
Charge: 0
Relative energy (zero: lowest compared OMol25 entry of this formula, charge and spin) in kcal/mol: 51.6

XYZ file:
```
15
Properties=species:S:1:pos:R:3:forces:R:3:lowdin_charge:R:1
C 1.866 -0.093 1.317 -3.05 -0.36 1.61 0.0009
C 0.525 -0.065 1.470 -0.23 -0.48 0.18 -0.1587
C -0.469 0.699 0.518 2.14 -0.49 1.09 -0.1731
C -1.070 -0.319 -0.417 0.26 -0.16 0.84 -0.3686
C -0.320 -0.525 -1.653 0.31 -1.55 -1.27 -0.1696
H 2.396 -0.656 2.052 0.71 -0.26 0.06 0.0420
H 2.331 0.552 0.653 1.08 0.85 -1.34 0.0299
H 0.096 -0.710 2.314 0.37 0.98 -1.37 0.1150
H 0.198 1.384 -0.030 -0.47 -0.02 -0.10 0.1054
H -1.134 1.307 1.119 -0.49 -0.11 -0.02 0.1006
H -1.430 -1.217 0.126 -0.28 0.63 -0.70 0.1439
H 0.562 0.117 -1.865 -0.73 -0.56 0.15 0.1138
H -0.305 -1.571 -2.079 0.28 1.38 0.42 0.1162
H -1.567 1.040 -1.825 -0.17 0.86 -0.02 0.0712
N -1.679 0.056 -1.700 0.27 -0.71 0.44 0.0310
```
Positions in Å, forces in eV/Å.